No. 1
{"formula": "C2H2F2O8S3", "method": "the ωB97M-V functional and the def2-TZVPD basis", "species": ["O", "S", "O", "O", "C", "S", "O", "O", "F", "C", "S", "O", "O", "F", "O", "H", "H"], "coordinates": [[1.81705, 2.97945, 0.37608], [1.07650, 1.82381, 0.70014], [0.89705, 1.40276, 2.03388], [1.65132, 0.66197, -0.27632], [0.66630, -0.13191, -0.86380], [1.05671, -1.79634, -0.16023], [1.23965, -1.69213, 1.23703], [2.10738, -2.28583, -0.98616], [-0.22023, -2.60820, -0.49545], [-0.68081, 0.58502, -0.56612], [-1.97054, -0.15109, 0.52595], [-1.42504, -0.57585, 1.76054], [-3.03982, 0.78465, 0.48630], [-2.38880, -1.38146, -0.31996], [-0.37870, 1.83886, -0.03662], [0.82411, -0.21999, -1.93091], [-1.23213, 0.76628, -1.48434]], "forces_ev_per_a": [[-0.3516, 0.0875, -0.0759], [0.1002, 0.1115, -0.1788], [0.0934, -0.2773, -0.1836], [0.3102, 0.2788, 0.1194], [-0.5626, -0.4314, 0.9137], [1.7111, 0.3847, -0.0839], [-0.5987, -0.1750, -0.1011], [-0.5583, -0.0587, -0.0514], [-0.1321, -0.0829, 0.0261], [-0.7502, -0.5017, -0.4488], [-0.0473, 1.4611, 1.0736], [-0.0213, -0.4485, -0.4093], [0.1354, -0.4275, -0.3129], [-0.0887, -0.1023, -0.2396], [0.5964, 0.2743, 0.3022], [0.1628, 0.0148, -0.1692], [0.0012, -0.1074, -0.1804]], "smiles": "O=S1(=O)O[C@@H](S(=O)(=O)F)[C@@H](S(=O)(=O)F)O1", "homo_energy_ev": -12.21, "homo_lumo_gap_ev": 12.14}

***

No. 2
{"formula": "C10H16S", "method": "the ωB97M-V functional and the def2-TZVPD basis", "species": ["C", "C", "C", "C", "C", "C", "C", "C", "C", "C", "S", "H", "H", "H", "H", "H", "H", "H", "H", "H", "H", "H", "H", "H", "H", "H", "H"], "coordinates": [[-1.34541, 0.16086, -0.23919], [-0.19763, -0.77863, 0.14143], [-1.29443, -1.52734, 0.88997], [1.00342, -0.08886, 0.95348], [-2.43786, -0.78875, 0.31746], [2.37544, -0.42031, 0.57252], [1.79386, 0.89805, 0.13302], [-3.34799, -1.43915, -0.72610], [2.33524, 2.17050, 0.85153], [1.45561, 1.33202, -1.27547], [2.90146, -1.74126, -0.34520], [-1.27685, 1.07058, 0.25595], [-1.52367, 0.36408, -1.27299], [0.32702, -1.21261, -0.62214], [-1.24180, -1.90794, 1.94052], [0.85767, 0.15538, 1.91270], [-3.20638, -0.36505, 1.08747], [-2.59076, -2.10762, -1.21771], [-3.77688, -0.73910, -1.46587], [-4.10565, -2.01193, -0.31287], [3.37114, 2.22332, 0.78421], [2.26382, 2.12648, 1.93156], [1.74834, 3.05629, 0.44967], [0.70643, 2.12026, -1.26098], [1.00631, 0.41982, -1.73002], [2.35047, 1.54164, -1.89717], [1.84909, -2.51073, 0.14422]], "forces_ev_per_a": [[-0.8907, -0.7175, -1.0644], [-0.4587, 1.5764, 3.6001], [0.9002, -1.3043, 1.5365], [-1.4150, -1.5227, -4.2185], [-2.0833, 1.5709, 1.4723], [-0.1751, 1.2868, -0.6300], [1.7389, 1.9571, 1.1568], [3.2205, 0.2238, -1.6551], [-2.4410, -0.3002, 0.1991], [-0.1557, -2.7083, -0.6939], [-0.9307, -1.1074, 0.3519], [0.0433, 1.6984, 1.0744], [0.2566, 0.1558, -0.9673], [0.5638, -1.5847, -2.2761], [0.0792, 0.2068, -1.0616], [-0.8713, 0.9461, 3.5543], [1.7017, -0.2718, -0.8171], [-1.2225, 0.2041, -0.3712], [0.3249, -0.1512, 0.4480], [-1.3967, -1.1642, 0.8968], [1.9286, 0.5776, -1.1060], [-0.7615, -0.0761, 0.3979], [1.1375, -0.8211, 0.6793], [0.2129, 0.1462, -0.1703], [0.0657, 0.8123, -0.3143], [-0.5171, 0.3193, 0.5777], [1.1457, 0.0481, -0.5992]], "homo_energy_ev": [-7.69, -7.39], "de_lowest_kj_mol": 631.3, "homo_lumo_gap_ev": [7.71, 7.56]}

***

No. 3
{"formula": "C15H15IrN", "method": "the ωB97M-V functional and the def2-TZVPD basis", "species": ["C", "C", "C", "C", "C", "Ir", "N", "C", "C", "H", "H", "H", "H", "H", "H", "H", "H", "H", "H", "C", "C", "C", "C", "C", "C", "C", "C", "H", "H", "H", "H", "H"], "coordinates": [[-0.79522, 1.27027, -3.80377], [0.59729, 1.05874, -4.05695], [1.34823, 1.76294, -3.05811], [0.41064, 2.43848, -2.20487], [-0.90717, 2.13846, -2.67152], [0.11523, 0.27369, -2.03562], [-0.99702, -1.47268, -0.63726], [-0.33437, -2.44892, -1.44086], [0.68460, -1.63733, -2.22765], [2.42135, 1.81680, -2.97115], [1.03990, 0.46590, -4.85526], [0.68029, 3.07978, -1.36944], [-1.82728, 2.53837, -2.23591], [-1.61850, 0.87127, -4.40175], [0.73411, -2.05407, -3.24914], [-1.01033, -3.00505, -2.10345], [-1.97420, -1.57159, -0.40975], [1.65008, -1.72972, -1.71806], [0.19259, -3.18498, -0.80730], [-0.23942, -0.45590, -0.17409], [0.05906, -0.11973, 1.06115], [0.02386, -0.08943, 2.44718], [-0.54742, -1.14072, 3.25388], [-0.55588, -1.07181, 4.64084], [-0.04638, 0.05584, 5.32128], [0.50038, 1.11546, 4.55191], [0.57022, 1.02972, 3.16751], [-1.00057, -1.99583, 2.71406], [-0.97224, -1.90031, 5.21771], [-0.08701, 0.11674, 6.41920], [0.86571, 2.00620, 5.06565], [1.01950, 1.83941, 2.57152]], "forces_ev_per_a": [[-0.2453, 0.2330, -0.7049], [0.2676, 0.3554, -0.0662], [-0.1394, 0.6594, -0.4983], [0.3062, 0.5602, -0.0060], [-0.4441, 0.5386, 0.2312], [0.1684, -0.0487, 0.8403], [-1.8474, -1.7315, 0.4072], [0.7319, -0.9629, -0.4138], [0.4914, -1.7847, -0.7032], [-0.0024, -0.0409, -0.0840], [-0.2606, 0.0616, 0.2924], [-0.1820, -0.1616, -0.2488], [0.3969, -0.2813, -0.2636], [0.3836, 0.2072, 0.3083], [0.3454, 0.2555, 0.2185], [-0.1589, 0.2931, 0.1895], [-0.1080, -0.1558, 0.3438], [0.1574, -0.1465, -0.4183], [-0.3580, -0.0987, 0.0376], [0.3679, 1.2910, -1.3637], [-0.1203, 1.0738, 2.2993], [0.3366, -0.0082, -0.4616], [-0.5483, -0.7261, 0.3870], [-0.0734, -0.0633, -0.6968], [-0.0620, -0.0218, 0.4082], [0.0801, -0.0370, -0.8184], [0.2895, 0.6729, 0.8019], [0.3611, 0.4518, 0.5450], [0.0345, 0.1677, -0.1727], [0.0417, -0.0401, -0.6037], [0.0197, -0.1669, -0.1978], [-0.2300, -0.3453, 0.4116]], "multiplicity": 5, "charge": -1, "homo_energy_ev": [-0.45, -3.76], "homo_lumo_gap_ev": [3.46, 6.05]}

***

No. 4
{"formula": "C2H5N3S2", "method": "the ωB97M-V functional and the def2-TZVPD basis", "species": ["C", "C", "H", "H", "H", "H", "H", "N", "N", "N", "S", "S"], "coordinates": [[0.13402, -0.47406, 0.10493], [1.30953, 0.38157, -0.07181], [-0.90926, 0.86327, -1.53031], [-2.44293, 0.59830, -1.25016], [1.25175, -1.51994, 1.29794], [-0.35378, -2.03857, 1.61731], [-0.39237, 1.70883, 0.09622], [-1.58637, 0.79787, -0.76078], [-1.15173, -0.37091, -0.22840], [0.41291, -1.73610, 0.80474], [1.04216, 1.95904, 0.59588], [2.68608, -0.16931, -0.67554]], "forces_ev_per_a": [[-4.5852, -3.3673, 0.6778], [0.1404, 0.5677, 0.1300], [-0.5618, 1.2924, -0.4568], [-0.6628, 0.1536, 0.2542], [0.8781, -0.5551, 0.5403], [2.3259, 1.4524, -3.1891], [1.7074, 1.4170, 1.3476], [1.6202, 0.9615, -2.2705], [3.2938, -2.0984, 2.7259], [-2.2956, 0.7622, 1.6929], [-2.5221, -0.3527, -1.1478], [0.6616, -0.2334, -0.3044]], "smiles": "N/N=C(/N)C(=S)S", "homo_energy_ev": -8.87, "de_lowest_kj_mol": 375.0, "homo_lumo_gap_ev": 8.02}

***

No. 5
{"formula": "C2H3NS", "method": "the ωB97M-V functional and the def2-TZVPD basis", "species": ["C", "C", "N", "S", "H", "H", "H"], "coordinates": [[-0.34711, -0.06724, -0.18758], [0.83123, 0.51544, 0.33997], [-0.93321, -1.15908, 0.16531], [2.29549, 0.09383, -0.13489], [-0.81154, 0.60365, -0.76846], [0.63586, 1.43810, 1.06179], [-1.67073, -1.42469, -0.47615]], "forces_ev_per_a": [[-1.6723, -3.7416, 2.2521], [1.2188, 2.1889, 2.4352], [2.1064, 0.4720, -0.4258], [0.2793, -0.0022, 0.0946], [-1.8429, 2.3614, -3.0738], [0.4848, -1.8053, -1.4096], [-0.5741, 0.5269, 0.1273]], "smiles": "[H]/N=C/C=S", "homo_energy_ev": -9.12, "de_lowest_kj_mol": 166.5, "homo_lumo_gap_ev": 8.52}

***

No. 6
{"formula": "C5H8O2", "method": "the ωB97M-V functional and the def2-TZVPD basis", "species": ["O", "C", "C", "C", "C", "C", "O", "H", "H", "H", "H", "H", "H", "H", "H"], "coordinates": [[-0.66692, 1.45413, 0.16442], [0.96268, 1.44827, -0.11079], [1.20746, 0.15201, 0.40135], [-1.23529, -0.43758, 0.16114], [-0.32783, -1.65542, 0.00981], [0.92772, -0.95273, -0.49812], [1.38956, -1.11605, -1.61576], [-1.22685, 2.26880, 0.16297], [1.30117, 2.33434, 0.42845], [1.07425, 1.53962, -1.19303], [1.08604, 0.00910, 1.47333], [-1.78732, -0.32647, 1.08807], [-1.80375, -0.19499, -0.72927], [-0.72970, -2.37285, -0.71617], [-0.17122, -2.15018, 0.97360]], "forces_ev_per_a": [[-0.1805, 0.1279, -0.0098], [0.2634, 0.0559, -0.0389], [-0.0281, 0.0300, 0.0387], [-0.2031, -0.1553, -0.0255], [0.0361, -0.0372, 0.0230], [-0.0005, 0.0336, -0.2168], [-0.2367, 0.1066, 0.2884], [0.1918, -0.2047, -0.1874], [-0.1419, -0.1809, 0.0191], [-0.0604, 0.0214, 0.2208], [0.0611, -0.0889, -0.1279], [0.1579, 0.0480, -0.1283], [0.0711, -0.0339, 0.1247], [0.0452, 0.1145, 0.1246], [0.0246, 0.1627, -0.1049]], "homo_energy_ev": [-7.59, -7.59], "de_lowest_kj_mol": 523.9, "homo_lumo_gap_ev": [7.30, 7.30]}

***

Question: Number 1 is which compound?
Answer: C2H2F2O8S3